Record 1
Density functional theory data (wB97M-V/def2-TZVPD) for C43H31CsN3PS3Se3 as an isolated structure.

Calculated values
Kohn-Sham gap, eV: 5.3
Lowest unoccupied orbital energy, eV: 3.32
Maximum force, eV/A: 0.69
Total energy, Ha: -10582.02222
Energy above the lowest of the compared OMol25 structures with the same formula, charge and spin, kJ/mol: 29.2
Net charge: -2
HOMO energy, eV: -1.979

Atoms and positions in Å:
1 Cs 0.65 1.06 0.60
2 Se -1.23 3.19 2.86
3 P -2.27 3.62 1.02
4 Se -2.06 2.36 -0.69
5 C -1.86 5.35 0.57
6 C -1.37 5.68 -0.68
7 C -1.03 7.00 -0.98
8 C -1.19 7.99 -0.03
9 C -1.69 7.67 1.23
10 C -2.02 6.36 1.53
11 C -4.07 3.75 1.38
12 C -4.63 3.18 2.51
13 C -6.00 3.24 2.72
14 C -6.82 3.87 1.80
15 C -6.26 4.44 0.66
16 C -4.90 4.38 0.44
17 H -1.26 4.90 -1.43
18 H -0.64 7.25 -1.96
19 H -0.92 9.01 -0.26
20 H -1.81 8.44 1.98
21 H -2.39 6.09 2.52
22 H -3.97 2.70 3.23
23 H -6.43 2.78 3.61
24 H -7.89 3.92 1.96
25 H -6.90 4.93 -0.07
26 H -4.46 4.80 -0.46
27 S 1.30 -5.75 -5.89
28 C 0.64 -5.11 -7.35
29 C 0.13 -3.86 -7.15
30 C 0.27 -3.41 -5.81
31 C 0.91 -4.30 -5.00
32 C 1.23 -4.17 -3.58
33 C 0.64 -3.16 -2.78
34 N 0.92 -2.97 -1.51
35 C 1.81 -3.79 -0.91
36 C 2.43 -4.85 -1.60
37 C 3.35 -5.72 -0.93
38 C 3.66 -5.52 0.37
39 C 3.08 -4.44 1.11
40 C 3.40 -4.21 2.45
41 C 2.85 -3.16 3.13
42 C 1.94 -2.36 2.42
43 N 1.57 -2.57 1.17
44 C 2.15 -3.58 0.49
45 C 3.19 -2.84 4.52
46 C 2.85 -1.73 5.24
47 C 3.38 -1.73 6.56
48 C 4.11 -2.84 6.84
49 S 4.17 -3.89 5.49
50 C 2.13 -5.01 -2.96
51 H 0.68 -5.69 -8.25
52 H -0.35 -3.28 -7.92
53 H -0.09 -2.44 -5.47
54 H -0.11 -2.49 -3.21
55 H 3.79 -6.54 -1.48
56 H 4.35 -6.18 0.88
57 H 4.12 -4.87 2.94
58 H 1.45 -1.53 2.92
59 H 2.28 -0.90 4.84
60 H 3.23 -0.92 7.27
61 H 4.64 -3.09 7.74
62 H 2.62 -5.80 -3.52
63 Se -1.71 -0.19 -4.18
64 C -1.97 0.24 -5.99
65 C -1.63 1.50 -6.52
66 C -1.87 1.77 -7.86
67 N -2.42 0.91 -8.73
68 C -2.73 -0.29 -8.22
69 C -2.53 -0.67 -6.91
70 H -1.18 2.24 -5.88
71 H -1.61 2.74 -8.27
72 H -3.18 -0.99 -8.93
73 H -2.81 -1.66 -6.57
74 S 3.73 0.17 1.55
75 C 4.69 0.42 2.98
76 C 4.38 1.42 3.93
77 C 5.12 1.56 5.10
78 C 6.19 0.72 5.37
79 C 6.52 -0.27 4.44
80 C 5.78 -0.41 3.27
81 H 3.55 2.08 3.73
82 H 4.84 2.33 5.81
83 H 6.76 0.82 6.29
84 H 7.35 -0.93 4.64
85 H 6.04 -1.18 2.56

Record 2
Density functional theory data (wB97M-V/def2-TZVPD) for C43H32BaF3P2S2Sb as an isolated structure.

Calculated values
Kohn-Sham gap, eV: 7.1
Lowest unoccupied orbital energy, eV: -0.18
Maximum force, eV/A: 2.96
Total energy, Ha: -3702.21128
Energy above the lowest of the compared OMol25 structures with the same formula, charge and spin, kJ/mol: 90.7
HOMO energy, eV: -7.254

Atoms and positions in Å:
1 Ba 16.64 1.98 14.18
2 S 16.06 4.82 14.48
3 P 17.83 4.83 13.46
4 C 18.38 3.34 12.90
5 P 18.12 2.66 11.41
6 S 16.79 1.10 11.34
7 C 19.66 2.01 10.70
8 C 20.85 2.10 11.39
9 C 22.01 1.55 10.85
10 C 21.95 0.81 9.72
11 C 20.75 0.74 8.99
12 C 19.60 1.29 9.53
13 C 17.57 3.89 10.17
14 C 16.29 3.93 9.63
15 C 16.07 4.81 8.58
16 C 17.06 5.60 8.04
17 C 18.27 5.69 8.69
18 C 18.54 4.76 9.71
19 C 19.16 5.32 14.67
20 C 20.49 5.21 14.24
21 C 21.50 5.50 15.13
22 C 21.21 5.94 16.42
23 C 19.92 6.18 16.81
24 C 18.88 5.77 15.99
25 C 17.74 6.20 12.33
26 C 18.78 7.04 11.98
27 C 18.46 8.21 11.25
28 C 17.21 8.37 10.76
29 C 16.23 7.40 10.96
30 C 16.47 6.33 11.80
31 H 20.87 2.73 12.25
32 H 22.99 1.63 11.36
33 H 22.80 0.38 9.26
34 H 20.70 0.25 8.03
35 H 18.64 1.33 8.98
36 H 15.55 3.17 9.94
37 H 15.07 4.88 8.13
38 H 16.80 6.32 7.25
39 H 19.03 6.38 8.38
40 H 19.49 4.80 10.24
41 H 20.70 4.73 13.27
42 H 22.55 5.44 14.80
43 H 22.02 6.33 17.02
44 H 19.69 6.55 17.81
45 H 17.85 5.91 16.33
46 H 19.80 6.86 12.31
47 H 19.28 8.86 11.16
48 H 16.94 9.24 10.18
49 H 15.28 7.53 10.45
50 H 15.67 5.74 12.15
51 F 22.60 -5.65 17.37
52 C 21.92 -4.90 16.49
53 C 20.84 -4.14 16.95
54 C 20.11 -3.43 16.03
55 C 20.43 -3.41 14.70
56 C 21.49 -4.15 14.29
57 C 22.21 -4.93 15.17
58 Sb 19.55 -2.32 13.08
59 C 18.95 -0.70 14.38
60 C 17.96 -0.91 15.34
61 C 17.90 -0.19 16.51
62 C 18.80 0.86 16.61
63 F 18.80 1.67 17.68
64 C 19.74 1.16 15.63
65 C 19.79 0.36 14.50
66 C 17.59 -3.09 13.10
67 C 17.11 -4.13 13.87
68 C 15.75 -4.31 14.04
69 C 14.86 -3.42 13.49
70 F 13.50 -3.43 13.66
71 C 15.34 -2.44 12.59
72 C 16.69 -2.27 12.44
73 H 20.59 -4.11 17.99
74 H 19.27 -2.79 16.41
75 H 21.81 -4.19 13.21
76 H 23.04 -5.54 14.74
77 H 17.19 -1.66 15.16
78 H 17.19 -0.38 17.30
79 H 20.53 1.93 15.80
80 H 20.62 0.50 13.79
81 H 17.79 -4.82 14.37
82 H 15.37 -5.06 14.67
83 H 14.59 -1.85 12.07
84 H 17.10 -1.46 11.83

Record 3
Density functional theory data (wB97M-V/def2-TZVPD) for C43H32BiCl4N4O6Sb2 as an isolated structure.

Calculated values
Kohn-Sham gap, eV: 7.7
Lowest unoccupied orbital energy, eV: 1.79
Maximum force, eV/A: 1.80
Total energy, Ha: -4864.08665
Energy above the lowest of the compared OMol25 structures with the same formula, charge and spin, kJ/mol: 168.9
Net charge: -1
HOMO energy, eV: -5.868

Atoms and positions in Å:
1 Bi -0.53 1.20 -0.29
2 Cl 1.79 8.07 1.95
3 C 1.63 6.37 1.59
4 C 1.96 5.44 2.57
5 C 1.87 4.10 2.29
6 Cl 2.25 2.93 3.51
7 C 1.45 3.60 1.01
8 O 1.43 2.34 0.76
9 C 1.09 4.60 0.06
10 C 0.63 4.24 -1.26
11 O 0.50 3.12 -1.73
12 C 1.18 5.96 0.37
13 H 2.28 5.76 3.55
14 H 0.39 5.11 -1.91
15 H 0.89 6.70 -0.38
16 Cl -7.34 3.30 0.68
17 C -5.61 3.20 0.53
18 C -4.81 3.69 1.56
19 C -3.44 3.60 1.43
20 Cl -2.41 4.19 2.69
21 C -2.83 3.04 0.29
22 O -1.50 3.00 0.23
23 C -3.67 2.56 -0.72
24 C -3.08 1.95 -1.97
25 O -2.12 1.00 -1.77
26 C -5.04 2.64 -0.60
27 H -5.26 4.11 2.45
28 H -3.89 1.53 -2.58
29 H -5.68 2.27 -1.39
30 C 2.29 0.20 -1.63
31 C 2.39 -1.04 -0.70
32 C 2.78 -0.71 0.77
33 Sb 1.13 -0.33 2.15
34 C 2.11 -1.18 3.91
35 C 2.79 -2.40 3.89
36 C 3.14 -3.03 5.08
37 C 2.83 -2.44 6.30
38 C 2.18 -1.22 6.33
39 C 1.83 -0.59 5.14
40 C 0.25 -2.32 1.91
41 C -0.91 -2.58 2.64
42 C -1.46 -3.85 2.69
43 C -0.87 -4.90 1.99
44 C 0.28 -4.65 1.25
45 C 0.84 -3.38 1.22
46 Sb 0.64 0.24 -3.11
47 C 1.91 -1.00 -4.38
48 C 2.56 -0.40 -5.47
49 C 3.49 -1.11 -6.22
50 C 3.80 -2.42 -5.90
51 C 3.16 -3.03 -4.82
52 C 2.23 -2.33 -4.07
53 C -0.54 -1.55 -2.68
54 C -1.01 -2.00 -1.45
55 C -1.88 -3.08 -1.35
56 C -2.30 -3.74 -2.50
57 C -1.85 -3.29 -3.74
58 C -0.99 -2.21 -3.82
59 H 3.19 0.28 -2.24
60 H 2.21 1.11 -1.04
61 H 3.13 -1.72 -1.11
62 H 1.44 -1.59 -0.70
63 H 3.42 0.18 0.80
64 H 3.34 -1.54 1.21
65 H 3.02 -2.88 2.95
66 H 3.64 -3.99 5.04
67 H 3.09 -2.95 7.23
68 H 1.93 -0.76 7.28
69 H 1.31 0.36 5.17
70 H -1.39 -1.77 3.19
71 H -2.36 -4.03 3.27
72 H -1.31 -5.89 2.01
73 H 0.75 -5.46 0.70
74 H 1.75 -3.23 0.65
75 H 2.32 0.63 -5.72
76 H 3.98 -0.62 -7.06
77 H 4.53 -2.97 -6.48
78 H 3.40 -4.06 -4.57
79 H 1.74 -2.81 -3.23
80 H -0.74 -1.52 -0.52
81 H -2.21 -3.41 -0.37
82 H -2.97 -4.58 -2.43
83 H -2.17 -3.79 -4.64
84 H -0.65 -1.87 -4.80
85 O -2.61 3.16 -2.72
86 N -2.03 3.04 -3.93
87 O -1.98 1.94 -4.35
88 N -6.17 0.54 3.18
89 C -5.26 0.33 2.48
90 N -4.30 0.01 1.65
91 C -3.09 0.24 1.47
92 N -1.93 0.31 1.25

Record 4
Density functional theory data (wB97M-V/def2-TZVPD) for C43H32F5O2P3PtS3 as an isolated structure.

Calculated values
Kohn-Sham gap (spin up / spin down), eV: 6.2 / 5.3
Lowest unoccupied orbital energy (spin up / spin down), eV: -7.61 / -8.12
Maximum force, eV/A: 0.66
Total energy, Ha: -4645.16801
Energy above the lowest of the compared OMol25 structures with the same formula, charge and spin, kJ/mol: 46.7
Net charge: +2
HOMO energy (spin up / spin down), eV: -13.780 / -13.447

Atoms and positions in Å:
1 Pt 0.85 -0.21 0.45
2 O -0.25 1.31 -0.56
3 P -0.81 1.22 -1.97
4 C -2.03 -0.13 -2.03
5 P -1.23 -1.74 -1.74
6 O 0.04 -1.58 -0.91
7 C -0.80 -2.46 -3.31
8 C -1.73 -2.53 -4.34
9 C -1.37 -3.09 -5.56
10 C -0.09 -3.58 -5.74
11 C 0.84 -3.52 -4.71
12 C 0.49 -2.96 -3.49
13 C -2.41 -2.75 -0.85
14 C -3.73 -2.85 -1.29
15 C -4.62 -3.65 -0.60
16 C -4.20 -4.34 0.53
17 C -2.89 -4.24 0.96
18 C -1.99 -3.44 0.28
19 C -1.67 2.73 -2.37
20 C -2.42 2.85 -3.54
21 C -3.06 4.04 -3.83
22 C -2.95 5.12 -2.96
23 C -2.21 5.00 -1.79
24 C -1.57 3.81 -1.49
25 C 0.46 0.86 -3.18
26 C 0.13 0.45 -4.47
27 C 1.14 0.18 -5.38
28 C 2.47 0.32 -5.00
29 C 2.79 0.74 -3.72
30 C 1.79 1.02 -2.81
31 H -2.59 -0.13 -2.96
32 H -2.72 0.06 -1.21
33 H -2.75 -2.16 -4.21
34 H -2.10 -3.15 -6.36
35 H 0.19 -4.02 -6.69
36 H 1.84 -3.91 -4.85
37 H 1.21 -2.90 -2.68
38 H -4.07 -2.31 -2.17
39 H -5.65 -3.73 -0.94
40 H -4.90 -4.97 1.06
41 H -2.57 -4.79 1.84
42 H -0.96 -3.37 0.61
43 H -2.50 2.02 -4.24
44 H -3.63 4.14 -4.74
45 H -3.45 6.05 -3.19
46 H -2.12 5.84 -1.12
47 H -0.99 3.71 -0.58
48 H -0.90 0.33 -4.78
49 H 0.89 -0.13 -6.39
50 H 3.26 0.11 -5.72
51 H 3.83 0.87 -3.44
52 H 2.04 1.38 -1.82
53 S -0.99 -0.21 1.97
54 P 0.15 0.96 3.24
55 S 1.72 1.31 1.95
56 C -0.65 2.47 3.72
57 C -0.67 3.56 2.85
58 C -1.28 4.74 3.25
59 C -1.86 4.83 4.51
60 C -1.85 3.74 5.37
61 C -1.24 2.56 4.99
62 C 0.65 0.06 4.70
63 C -0.18 -0.92 5.24
64 C 0.19 -1.54 6.42
65 C 1.38 -1.19 7.05
66 C 2.21 -0.22 6.50
67 C 1.85 0.41 5.32
68 H -0.22 3.48 1.87
69 H -1.29 5.59 2.58
70 H -2.32 5.76 4.82
71 H -2.31 3.82 6.35
72 H -1.22 1.72 5.67
73 H -1.10 -1.20 4.74
74 H -0.45 -2.30 6.85
75 H 1.66 -1.68 7.97
76 H 3.13 0.05 6.99
77 H 2.49 1.17 4.90
78 F 7.75 -0.45 2.25
79 C 6.50 -0.73 1.98
80 C 5.78 0.10 1.13
81 F 6.36 1.16 0.59
82 C 4.46 -0.20 0.85
83 F 3.81 0.60 0.00
84 C 3.83 -1.32 1.40
85 S 2.23 -1.85 1.04
86 C 4.59 -2.14 2.25
87 F 4.03 -3.20 2.80
88 C 5.91 -1.86 2.54
89 F 6.60 -2.64 3.35

Record 5
Density functional theory data (wB97M-V/def2-TZVPD) for C43H33Cl3LaN5O6 as an isolated structure.

Calculated values
Kohn-Sham gap, eV: 6.9
Lowest unoccupied orbital energy, eV: 3.99
Maximum force, eV/A: 0.88
Total energy, Ha: -3796.19730
Energy above the lowest of the compared OMol25 structures with the same formula, charge and spin, kJ/mol: 0.0
Net charge: -2
HOMO energy, eV: -2.919

Atoms and positions in Å:
1 La 0.09 0.38 0.36
2 C -3.47 1.04 -1.80
3 C -3.84 1.51 -0.43
4 C -5.12 1.31 0.07
5 C -5.48 1.76 1.33
6 C -4.54 2.43 2.10
7 C -3.25 2.64 1.64
8 C -2.23 3.33 2.50
9 C -2.90 2.18 0.37
10 N -1.56 2.28 -0.08
11 C -1.14 3.50 -0.42
12 O -1.80 4.54 -0.55
13 C 0.39 3.61 -0.59
14 C 1.01 4.85 -0.53
15 C 2.39 4.88 -0.52
16 C 3.12 3.70 -0.59
17 C 2.44 2.50 -0.68
18 N 1.10 2.49 -0.70
19 C 3.20 1.18 -0.93
20 O 4.43 1.30 -1.01
21 N 2.41 0.12 -1.15
22 C 2.86 -0.83 -2.07
23 C 2.75 -2.21 -1.82
24 C 2.20 -2.72 -0.53
25 C 3.13 -3.13 -2.79
26 C 3.61 -2.73 -4.02
27 C 3.65 -1.38 -4.30
28 C 3.27 -0.42 -3.37
29 C 3.24 1.01 -3.80
30 H -4.36 0.71 -2.34
31 H -2.76 0.20 -1.77
32 H -2.98 1.82 -2.37
33 H -5.85 0.80 -0.56
34 H -6.48 1.60 1.71
35 H -4.80 2.77 3.10
36 H -2.63 3.50 3.50
37 H -1.95 4.29 2.06
38 H -1.32 2.73 2.59
39 H 0.39 5.73 -0.46
40 H 2.91 5.83 -0.45
41 H 4.20 3.68 -0.58
42 H 2.92 -2.66 0.29
43 H 1.87 -3.76 -0.63
44 H 1.32 -2.16 -0.23
45 H 3.03 -4.19 -2.56
46 H 3.89 -3.46 -4.77
47 H 3.96 -1.04 -5.28
48 H 3.23 1.07 -4.89
49 H 4.09 1.57 -3.41
50 H 2.34 1.51 -3.43
51 O -1.86 -4.59 -2.47
52 C -1.26 -3.85 -3.42
53 C -1.13 -4.42 -4.69
54 C -0.49 -3.73 -5.70
55 C 0.04 -2.46 -5.47
56 C -0.11 -1.89 -4.21
57 C -0.77 -2.56 -3.18
58 C -0.86 -1.88 -1.85
59 O -0.47 -0.68 -1.77
60 N -1.33 -2.61 -0.85
61 N -1.29 -1.91 0.36
62 C -1.90 -2.50 1.32
63 C -2.07 -2.04 2.69
64 C -2.72 -2.94 3.55
65 C -3.00 -2.63 4.86
66 C -2.63 -1.37 5.33
67 C -2.00 -0.45 4.52
68 C -1.69 -0.75 3.17
69 O -1.10 0.12 2.43
70 H -1.77 -4.07 -1.62
71 H -1.53 -5.41 -4.85
72 H -0.38 -4.18 -6.67
73 H 0.57 -1.93 -6.24
74 H 0.30 -0.92 -3.98
75 H -2.37 -3.47 1.09
76 H -3.00 -3.91 3.15
77 H -3.49 -3.33 5.52
78 H -2.84 -1.09 6.36
79 H -1.71 0.53 4.88
80 Cl 4.00 0.12 7.12
81 C 3.25 0.57 5.59
82 C 2.86 -0.41 4.71
83 C 2.27 -0.03 3.52
84 Cl 1.81 -1.28 2.38
85 C 2.04 1.32 3.13
86 O 1.48 1.66 2.04
87 C 2.48 2.26 4.10
88 Cl 2.25 3.95 3.75
89 C 3.07 1.91 5.30
90 H 3.00 -1.46 4.93
91 H 3.37 2.68 5.99